This record from OMol25 describes the molecule C7H16N2O2S at a distorted geometry. The level of theory is ωB97M-V/def2-TZVPD.

Geometry as XYZ:
```
28
Properties=species:S:1:pos:R:3:forces:R:3
C 2.532178 1.895974 0.573421 -1.2 0.6 0.5
N 1.767389 0.650542 0.709527 0.2 0.5 -1.8
C 0.550085 0.514939 -0.092369 -0.8 -0.8 0.7
C 0.829425 0.416987 -1.598184 0.2 1.8 1.9
C -0.601833 1.649035 0.126506 0.8 0.2 -0.5
S -2.123672 0.676966 -0.029739 0.6 -2.2 -0.2
O -2.816120 0.690091 1.207715 -0.6 0.7 1.5
O -2.903351 0.854961 -1.208551 0.2 0.7 -0.7
N -1.396607 -0.877156 -0.156734 0.0 1.8 -0.7
C -2.279150 -1.987185 0.041483 -0.4 -1.6 2.2
C -0.090922 -0.839042 0.462814 -0.8 1.1 1.0
C 0.650932 -2.063674 0.026776 1.9 -0.9 4.7
H 2.844194 2.059703 -0.503949 0.6 -0.3 1.7
H 1.794026 2.731605 0.779989 1.0 -0.2 -0.1
H 3.233148 1.835480 1.488539 -0.3 0.6 -2.2
H 1.527699 0.689007 1.662926 -0.7 -0.7 1.4
H -0.038194 0.505066 -2.179727 -1.4 -0.7 -0.7
H 1.502683 -0.335657 -1.855752 0.8 -1.4 -0.5
H 1.292252 1.346856 -1.827347 0.9 0.9 -0.4
H -0.560197 1.989078 1.192538 -0.2 -0.2 -1.0
H -0.613995 2.571678 -0.607378 0.1 -2.1 1.4
H -2.063374 -2.815329 -0.673140 0.2 0.5 0.8
H -2.221139 -2.421228 1.235274 -0.4 1.2 -3.3
H -3.305026 -1.685700 -0.229299 0.3 0.0 0.5
H -0.280384 -0.741735 1.625218 0.9 -0.3 -1.7
H 0.804949 -2.092246 -0.949423 0.0 -0.2 -4.6
H 0.265915 -3.007006 0.383029 -1.0 -0.1 -0.1
H 1.699095 -2.212008 0.395834 -0.7 1.0 0.2
```
Positions in Å, forces in eV/Å.

- calculated total energy (hartree) = -934.4033
- HOMO-LUMO gap (eV) = 9.8
- net charge = 0
- relative energy (zero: lowest compared OMol25 entry of this formula, charge and spin) (kJ/mol) = 177.77
- HOMO energy (eV) = -9.13

Mulliken population analysis, charges in e, atoms 1 to 4: -0.797, -0.352, 0.733, -2.065

This record from OMol25 describes the molecule CH3NO at a distorted geometry. The level of theory is ωB97M-V/def2-TZVPD.

Geometry as XYZ:
```
6
Properties=species:S:1:pos:R:3:forces:R:3
C 0.028533 0.028251 -0.875634 -0.2 0.0 -0.6
N -0.375204 0.441191 0.240884 0.9 2.0 0.0
O -0.047555 -0.389939 1.261818 -0.2 -1.8 0.3
H 0.308852 -1.011994 -0.997665 0.6 0.0 -0.1
H 0.115223 0.780040 -1.674493 -0.7 -0.7 0.2
H -0.029849 0.152451 2.045092 -0.4 0.4 0.3
```
Positions in Å, forces in eV/Å.

- calculated total energy (hartree) = -169.8143
- HOMO-LUMO gap (eV) = 11.2
- net charge = 0
- relative energy (zero: lowest compared OMol25 entry of this formula, charge and spin) (kJ/mol) = 244.94
- HOMO energy (eV) = -10.04

Mulliken population analysis, charges in e, atoms 1 to 4: -0.268, -0.304, -0.346, 0.307